C74H80O20S | wB97M-V/def2-TZVPD

Cartesian coordinates (Å):
C -2.2709 2.4737 -2.1522
C -1.8610 3.0901 -0.9313
C -1.5402 4.3112 0.1523
C -2.9742 4.4208 0.9332
C -3.0366 5.4997 2.1604
C -3.4856 2.9649 1.5784
C -4.8405 2.4127 0.8134
O -0.4920 3.6418 0.9925
S 0.3873 4.8244 1.9163
O -0.0223 4.8216 3.4125
O 1.8884 4.4403 1.7985
O -0.1485 6.1461 0.9217
C -0.7558 5.6541 -0.3624
C 0.6075 5.5230 -1.2755
C 0.4132 4.8226 -2.7377
C 1.2753 3.3904 -2.6791
C 1.1624 2.5061 -4.0547
C 1.5384 3.4370 -5.3610
C -1.7997 6.6581 -1.1557
C -1.8646 8.1859 -0.5717
C -3.3673 8.8846 -0.6600
C -4.1593 8.6009 -2.0653
C -5.5061 9.5929 -2.0300
C -6.6681 9.0734 -3.0635
C -8.0261 8.4973 -2.3401
C -7.9723 6.8562 -2.0484
C -8.5530 6.0160 -3.3323
C -8.7162 4.4021 -3.0861
C -8.8591 3.9533 -1.5138
C -9.6390 2.4786 -1.4562
C -11.2789 2.7119 -1.2847
H -2.7334 1.9112 -3.0929
H -3.8139 4.7222 0.1530
H -4.1897 5.7178 2.3666
H -2.5470 6.5437 1.9326
H -2.6266 5.0522 3.1850
H -3.7808 3.1099 2.7258
H -2.6302 2.1510 1.5811
H -4.7865 1.2413 0.6202
H -5.7992 2.6380 1.4480
H -4.9929 2.9272 -0.2325
H 1.5091 5.0004 -0.7395
H 0.9643 6.6437 -1.4826
H -0.7001 4.6656 -3.0722
H 0.9555 5.5058 -3.5388
H 0.9444 2.7143 -1.7819
H 2.4110 3.6869 -2.4763
H 0.1380 1.9452 -4.1322
H 2.0181 1.6769 -3.9938
H 2.5018 4.0674 -5.0471
H 0.6250 4.1520 -5.5380
H 1.7642 2.7324 -6.2827
H -1.5333 6.7648 -2.3150
H -2.9246 6.2578 -1.1562
H -1.5155 8.3218 0.5353
H -1.1531 8.8610 -1.2478
H -4.0272 8.6416 0.2934
H -3.1708 10.0609 -0.6203
H -3.5229 8.7547 -3.0382
H -4.6060 7.4965 -2.0064
H -5.8904 9.5886 -0.8997
H -5.1329 10.6982 -2.2336
H -6.8740 9.9768 -3.8158
H -6.1834 8.1761 -3.6804
H -8.9141 8.6315 -3.1246
H -8.3386 9.0745 -1.3577
H -8.6303 6.7003 -1.0661
H -6.8750 6.5828 -1.7445
H -9.5711 6.4122 -3.7522
H -7.7567 6.1444 -4.2041
H -7.8510 3.7588 -3.5737
H -9.7134 4.0442 -3.6334
H -7.7809 3.7955 -1.0303
H -9.5393 4.6785 -0.8638
H -9.2660 1.9185 -0.4707
H -9.4090 1.8549 -2.4385
H -11.5312 3.3661 -0.3356
H -11.7519 3.2340 -2.2424
H -11.8640 1.6783 -1.1654
O 3.5465 -2.6048 -9.9530
C 3.4034 -1.4905 -9.4689
C 4.2367 -0.3523 -9.9041
C 4.0811 0.8642 -9.3731
C 3.0687 1.1228 -8.3301
O 2.9256 2.2371 -7.8460
C 2.2354 -0.0153 -7.8948
C 2.3909 -1.2319 -8.4259
H 4.9744 -0.5580 -10.6705
H 4.6845 1.7096 -9.6804
H 1.4977 0.1903 -7.1284
H 1.7876 -2.0773 -8.1185
O -6.3885 1.2599 3.3226
C -5.8246 0.2451 3.7082
C -5.9725 -1.0352 2.9885
C -5.3577 -2.1439 3.4118
C -4.5033 -2.1358 4.6159
O -3.9394 -3.1506 5.0015
C -4.3554 -0.8555 5.3356
C -4.9702 0.2532 4.9123
H -6.6019 -1.0247 2.1067
H -5.4562 -3.0913 2.8960
H -3.7260 -0.8661 6.2174
H -4.8717 1.2005 5.4281
O 9.8619 -0.3362 -5.9410
C 9.2977 0.1735 -6.8993
C 7.8727 0.5540 -6.8371
C 7.2566 1.1089 -7.8853
C 7.9744 1.3668 -9.1495
O 7.4102 1.8766 -10.1078
C 9.3994 0.9863 -9.2117
C 10.0155 0.4314 -8.1634
H 7.3602 0.3591 -5.9026
H 6.2118 1.3932 -7.8567
H 9.9119 1.1812 -10.1461
H 11.0603 0.1471 -8.1921
O -1.2243 -1.2089 6.4107
C -0.4145 -2.1230 6.4829
C 0.7279 -2.0637 7.4160
C 1.6134 -3.0619 7.4927
C 1.4865 -4.2671 6.6492
O 2.2963 -5.1811 6.7215
C 0.3442 -4.3264 5.7161
C -0.5413 -3.3282 5.6395
H 0.8067 -1.1735 8.0284
H 2.4573 -3.0340 8.1711
H 0.2654 -5.2166 5.1037
H -1.3852 -3.3561 4.9611
O -0.7801 -8.9853 7.4223
C 0.3778 -9.3476 7.5789
C 1.5066 -8.4183 7.3751
C 2.7714 -8.8157 7.5443
C 3.0943 -10.1999 7.9438
O 4.2521 -10.5623 8.1004
C 1.9655 -11.1292 8.1476
C 0.7007 -10.7318 7.9784
H 1.2533 -7.4062 7.0829
H 3.6109 -8.1471 7.3981
H 2.2188 -12.1413 8.4398
H -0.1388 -11.4005 8.1246
O 3.1814 -10.0292 11.4981
C 4.3108 -9.5884 11.6610
C 5.3754 -9.8195 10.6648
C 6.6097 -9.3394 10.8447
C 6.9613 -8.5563 12.0459
O 8.0907 -8.1155 12.2087
C 5.8967 -8.3252 13.0421
C 4.6624 -8.8053 12.8622
H 5.1016 -10.3952 9.7887
H 7.4023 -9.5004 10.1242
H 6.1705 -7.7495 13.9181
H 3.8698 -8.6443 13.5827
O 5.2405 3.7596 -15.5433
C 6.2508 3.5475 -14.8869
C 7.4797 4.3389 -15.0932
C 8.5837 4.1050 -14.3769
C 8.6213 3.0469 -13.3480
O 9.6316 2.8348 -12.6915
C 7.3923 2.2555 -13.1417
C 6.2884 2.4894 -13.8579
H 7.4360 5.1119 -15.8510
H 9.4937 4.6757 -14.5162
H 7.4361 1.4825 -12.3838
H 5.3784 1.9187 -13.7187
O 4.8999 -16.8299 11.7081
C 4.4108 -16.1928 10.7854
C 5.2253 -15.2623 9.9793
C 4.6896 -14.5650 8.9728
C 3.2613 -14.6962 8.6227
O 2.7722 -14.0591 7.7000
C 2.4468 -15.6268 9.4288
C 2.9825 -16.3241 10.4353
H 6.2715 -15.1776 10.2480
H 5.2727 -13.8777 8.3721
H 1.4006 -15.7115 9.1601
H 2.3994 -17.0114 11.0360

Properties
- charge = 0
- energy (Eh) = -4769.84316
- structure (SMILES) = C#C[C@@]1([C@H](C)CC)OS(=O)(=O)O[C@]1(CCCCC)CCCCCCCCCCCCC.O=C1C=CC(=O)C=C1.O=C1C=CC(=O)C=C1.O=C1C=CC(=O)C=C1.O=C1C=CC(=O)C=C1.O=C1C=CC(=O)C=C1.O=C1C=CC(=O)C=C1.O=C1C=CC(=O)C=C1.O=C1C=CC(=O)C=C1